No. 1
13
Properties=species:S:1:pos:R:3:forces:R:3 method="wB97M-V/def2-TZVPD" smiles=Oc1ccccc1 max_force_ev_per_a=4.3 e_above_lowest_kj_mol=84.2 charge=0 e_lumo_ev=0.8 homo_ev=-8.7
O 0.5428 2.2062 -0.8952 0.40 1.90 -0.85
C 0.3330 0.9528 -0.4851 -1.87 -0.64 1.89
C -1.0291 0.6231 -0.2063 -0.18 2.88 -1.97
C -1.4768 -0.6220 0.1087 -1.14 1.51 -0.45
C -0.4937 -1.5180 0.3211 0.14 -4.04 1.41
C 0.8622 -1.1739 0.3519 1.28 -1.19 1.21
C 1.3105 0.0612 -0.1039 1.74 0.38 0.61
H 1.1468 2.7626 -0.3755 -0.11 -0.82 -0.10
H -1.7761 1.4393 -0.4101 0.93 -0.78 0.26
H -2.5777 -0.7447 0.1970 1.09 -0.49 0.01
H -0.8917 -2.5660 0.5709 1.31 1.43 -0.11
H 1.6268 -1.8178 0.9303 -1.43 0.66 -1.50
H 2.4230 0.3972 -0.0040 -2.17 -0.79 -0.40

---

No. 2
61
Properties=species:S:1:pos:R:3:forces:R:3 method="wB97M-V/def2-TZVPD" smiles="C[C@@H](C[C@H]1COC(=O)O1)OCc1ccccc1.CCOC(C)=O.CCOC(C)=O" max_force_ev_per_a=4.8 charge=0 e_lumo_ev=0.5 homo_ev=-8.6
C 0.3275 -3.8049 -0.8316 -0.49 -0.24 0.48
C -0.8096 -2.6955 -0.5733 -0.64 -1.34 1.24
C -0.3272 -1.7337 0.6150 -0.29 0.49 -0.84
C 0.4627 -0.4211 0.1455 2.94 -1.59 3.29
C 1.3888 -0.4413 -1.1546 -1.33 1.81 -1.54
O 0.8007 0.7564 -1.8167 -0.59 2.39 2.11
C 0.3508 1.6435 -0.7768 -0.63 1.40 0.02
O 0.3731 2.8853 -0.7309 -0.01 -4.74 -0.71
O -0.2230 0.8724 0.2816 1.75 -0.27 -3.19
O -1.2643 -2.0079 -1.7622 -0.20 -0.41 0.31
C -2.5470 -2.4916 -2.2138 -0.72 -0.34 -0.10
C -3.7410 -1.8524 -1.3590 -2.26 1.55 2.06
C -3.4477 -0.5231 -0.6136 -2.51 -0.67 0.58
C -4.4666 0.2223 0.2979 -0.79 -4.12 -2.21
C -5.8687 -0.4352 0.4518 2.91 -0.88 -1.95
C -6.1853 -1.7403 -0.3163 2.64 0.92 -0.52
C -5.1570 -2.4803 -1.2324 1.52 3.72 2.10
H 0.2162 -4.3330 -1.8422 0.29 1.03 1.32
H 0.1647 -4.6303 -0.0365 0.38 1.36 -1.17
H 1.3659 -3.3601 -0.6529 -1.35 -0.73 -0.61
H -1.7272 -3.2735 -0.1650 1.42 0.90 -0.51
H 0.4015 -2.3541 1.2619 -1.26 1.08 -0.96
H -1.2106 -1.3851 1.2578 1.26 -0.56 -0.93
H 1.2543 -0.3202 0.9875 -1.20 -0.25 -1.15
H 1.2164 -1.2678 -1.9397 0.36 1.07 1.70
H 2.4863 -0.0973 -1.0612 -2.07 -1.44 0.53
H -2.6974 -2.2368 -3.3253 0.50 -0.09 1.71
H -2.5132 -3.6440 -2.1648 -0.47 1.64 0.08
H -2.4204 -0.0408 -0.7228 -1.58 -0.91 0.09
H -4.1422 1.1823 0.8342 -0.74 -1.69 -0.92
H -6.6057 0.1106 1.1382 0.98 -1.25 -1.27
H -7.2176 -2.2081 -0.2346 1.53 0.79 0.00
H -5.3835 -3.4518 -1.7815 0.12 1.55 0.97
C 7.7069 -1.4982 -2.9757 0.09 0.02 0.18
C 6.2607 -1.3150 -3.3902 0.32 0.03 0.00
O 5.3718 -1.5908 -2.2955 -0.51 -0.25 -0.05
C 5.0416 -0.7015 -1.3448 0.02 -0.02 0.56
C 5.8195 0.5799 -1.2378 -0.18 0.51 -0.31
O 4.1708 -0.9663 -0.5423 0.86 -0.24 -0.62
H 7.9900 -0.8050 -2.1812 0.00 0.04 -0.11
H 8.3734 -1.3384 -3.8263 -0.06 -0.02 0.05
H 7.8667 -2.5067 -2.5867 -0.05 0.05 -0.13
H 6.0648 -0.3275 -3.8126 0.01 0.01 0.13
H 6.0169 -2.0387 -4.1714 -0.20 0.01 0.25
H 6.6020 0.4595 -0.4857 -0.08 0.01 -0.06
H 5.1376 1.3730 -0.9245 0.08 -0.19 0.19
H 6.2616 0.9083 -2.1744 0.18 -0.10 0.02
C -0.8815 3.1448 3.0247 0.17 0.04 0.12
C -2.3278 3.3232 2.6116 0.32 0.03 0.06
O -3.2156 3.0574 3.7099 -0.44 -0.30 -0.16
C -3.5456 3.9570 4.6537 -0.30 -0.01 0.68
C -2.7669 5.2396 4.7465 -0.12 0.54 -0.32
O -4.4133 3.7016 5.4583 0.54 -0.09 -0.72
H -0.5966 3.8453 3.8125 -0.04 0.05 -0.09
H -0.2174 3.2970 2.1707 -0.09 -0.05 0.02
H -0.7201 2.1398 3.4227 -0.06 0.03 -0.14
H -2.5247 4.3067 2.1802 0.02 0.01 0.11
H -2.5717 2.5918 1.8374 -0.13 0.01 0.22
H -1.9833 5.1268 5.4986 -0.07 0.01 -0.07
H -3.4481 6.0357 5.0526 0.07 -0.21 0.20
H -2.3258 5.5584 3.8059 0.19 -0.10 0.02

---

No. 3
16
Properties=species:S:1:pos:R:3:forces:R:3 method="wB97M-V/def2-TZVPD" smiles="CC=O.CCO" max_force_ev_per_a=4.6 e_above_lowest_kj_mol=230.5 charge=0 e_lumo_ev=0.8 homo_ev=-9.9
C -1.3736 -0.4072 -1.6002 1.37 -0.57 0.59
C -1.5760 -1.7034 -2.4048 -3.81 2.23 1.09
O -2.6176 -1.7216 -3.0596 2.28 -1.33 0.22
H -0.9355 -0.5705 -0.6123 0.11 -0.50 0.03
H -2.1994 0.2886 -1.3904 -0.05 -0.64 -0.97
H -0.5562 0.0623 -2.1301 0.19 0.79 -0.22
H -0.8919 -2.5436 -2.1753 -0.09 0.02 -0.73
C 2.0393 0.9670 1.0074 1.31 0.47 -1.65
C 1.6535 0.5286 2.4080 -0.50 1.01 0.53
O 1.1821 1.8500 2.9188 0.49 -1.30 1.61
H 1.4678 0.4618 0.1908 0.61 0.28 0.60
H 1.8954 2.1021 0.8910 -0.13 -1.88 0.25
H 3.1481 0.8547 0.8437 -1.05 -0.28 -0.12
H 2.4698 0.0116 3.0104 -0.73 1.21 -0.64
H 0.8120 -0.2075 2.4638 0.40 0.91 -0.23
H 1.8139 2.2032 3.5721 -0.41 -0.43 -0.36

---

No. 4
11
Properties=species:S:1:pos:R:3:forces:R:3 method="wB97M-V/def2-TZVPD" smiles="C=C[C@@H](O)C#N" max_force_ev_per_a=4.6 e_above_lowest_kj_mol=209.4 charge=0 e_lumo_ev=0.8 homo_ev=-10.6
C 0.1936 -0.9121 -1.1707 -0.46 -1.00 0.27
C 0.4872 -0.7543 0.1165 -0.54 -0.67 -0.46
C -0.0819 0.3733 0.9277 -0.20 -0.90 0.37
O 0.9555 1.2936 0.7967 0.39 0.59 -4.51
C -1.3811 0.8835 0.4258 -0.64 0.23 -0.23
N -2.3804 1.2891 0.0149 0.75 -0.32 0.30
H 0.7635 -1.6106 -1.7690 0.03 0.07 -0.07
H -0.7458 -0.5611 -1.5927 0.32 0.42 -0.04
H 1.3300 -1.2658 0.5742 -0.07 0.20 -0.04
H -0.1835 0.1275 1.9769 -0.15 -0.09 0.27
H 1.0430 1.1368 -0.3004 0.55 1.48 4.13

---

No. 5
5
Properties=species:S:1:pos:R:3:forces:R:3 method="wB97M-V/def2-TZVPD" smiles="O=[P@]([O-])(Cl)I" max_force_ev_per_a=7.8 e_above_lowest_kj_mol=360.2 charge=-1 e_lumo_ev=2.8 homo_ev=-4.8
O 1.4367 -0.3965 0.7715 1.72 -0.35 0.83
P 0.1631 -0.0365 0.2055 -7.09 2.00 2.53
O -1.4893 0.7113 1.2127 5.19 -2.02 -3.05
Cl -0.7480 -1.8106 -0.5230 0.39 0.60 -0.25
I 0.6374 1.5321 -1.6667 -0.21 -0.23 -0.06

---

No. 6
62
Properties=species:S:1:pos:R:3:forces:R:3 method="wB97M-V/def2-TZVPD" max_force_ev_per_a=0.3 e_above_lowest_kj_mol=7.5 charge=0 e_lumo_ev="-0.2 / 0.2" homo_ev="-7.2 / -5.5"
Sc -0.6214 -0.1588 0.5622 -0.06 0.28 -0.19
B -0.4934 2.0476 3.0403 0.03 -0.08 -0.02
N -1.2966 2.6403 1.8385 0.04 0.07 0.00
C -1.7885 3.8749 1.7089 -0.02 0.01 -0.04
C -2.2366 4.0459 0.4079 0.00 0.02 0.01
C -1.9679 2.8279 -0.2053 0.02 0.04 0.00
N -1.3982 1.9850 0.6608 -0.05 -0.11 0.03
N -1.1551 0.7095 3.4989 0.05 0.02 -0.01
C -1.7266 0.3821 4.6567 -0.04 -0.03 0.03
C -2.0697 -0.9635 4.6272 -0.01 0.03 0.02
C -1.6585 -1.3929 3.3729 -0.04 0.01 0.01
N -1.1016 -0.3784 2.7007 0.02 -0.10 0.04
H -0.5228 2.8343 3.9486 -0.01 -0.02 -0.01
H 0.6187 1.7752 2.6457 -0.03 0.02 0.00
H -1.7797 4.5541 2.5445 0.01 -0.02 0.01
H -2.6851 4.9217 -0.0264 0.00 -0.01 0.00
H -2.1558 2.5217 -1.2228 0.00 -0.02 0.01
H -1.8478 1.1210 5.4309 0.01 0.01 -0.02
H -2.5431 -1.5393 5.4024 0.00 0.00 -0.01
H -1.7365 -2.3694 2.9205 0.02 0.01 -0.02
C 1.0018 -4.2061 -0.2489 -0.02 0.00 -0.01
C -0.0600 -4.8733 -0.9072 0.01 -0.01 0.00
C -1.2314 -4.2140 -1.1293 0.00 -0.05 -0.02
C -1.3904 -2.8749 -0.6980 0.08 0.07 0.02
N -0.3509 -2.2352 -0.0601 0.00 -0.10 0.06
C 0.8062 -2.9127 0.1350 0.01 -0.07 -0.01
C -2.5663 -2.1009 -0.8846 0.04 0.09 0.02
C -3.7505 -2.6069 -1.4680 -0.09 -0.03 -0.04
C -4.8686 -1.8321 -1.5538 0.04 0.01 0.01
C -4.8296 -0.5164 -1.0382 -0.02 -0.02 -0.02
C -3.6573 -0.0653 -0.5056 -0.03 0.06 0.00
N -2.5162 -0.7924 -0.4367 0.00 -0.13 0.00
H 1.9485 -4.6914 -0.0629 0.00 0.00 0.00
H 0.0610 -5.8963 -1.2384 -0.01 0.00 0.00
H -2.0411 -4.7138 -1.6405 0.00 0.00 0.00
H 1.6059 -2.3605 0.6148 -0.03 0.05 0.01
H -3.7699 -3.6215 -1.8380 0.00 0.00 0.00
H -5.7744 -2.2226 -1.9980 0.01 -0.01 0.00
H -5.6969 0.1272 -1.0575 0.01 0.00 0.00
H -3.6043 0.9355 -0.0994 0.03 -0.02 0.01
C 1.1427 1.5475 -2.2919 -0.01 0.06 0.03
C 2.0159 1.3749 -1.0363 -0.13 0.01 -0.05
C 2.1044 2.7404 -0.3319 0.05 -0.06 -0.02
C 1.3506 0.4089 -0.0821 0.16 -0.01 0.10
C 3.3855 0.8444 -1.4525 -0.05 -0.07 -0.03
C 3.4596 -0.4385 -2.0038 0.00 0.01 0.01
C 4.6698 -0.9876 -2.3904 0.02 0.02 0.01
C 5.8462 -0.2622 -2.2337 -0.03 -0.02 0.00
C 5.7887 1.0080 -1.6875 -0.02 0.01 0.01
C 4.5690 1.5564 -1.3005 0.03 0.00 -0.02
H 0.1593 1.9282 -1.9996 0.03 -0.01 -0.03
H 1.0036 0.5977 -2.8093 0.00 0.00 -0.01
H 1.5917 2.2586 -2.9896 -0.01 -0.01 0.00
H 1.1032 3.0692 -0.0522 -0.01 0.01 0.00
H 2.5399 3.4909 -0.9976 -0.01 0.02 0.02
H 2.7060 2.6814 0.5763 0.00 0.01 0.00
H 2.1189 -0.0284 0.5792 -0.02 0.03 0.05
H 2.5482 -1.0162 -2.1186 0.01 0.01 0.01
H 4.6975 -1.9842 -2.8137 0.00 0.00 0.00
H 6.7956 -0.6871 -2.5328 0.00 0.00 0.00
H 6.6975 1.5825 -1.5568 0.00 0.00 0.00
H 4.5568 2.5496 -0.8728 -0.01 0.00 0.00

---

No. 7
79
Properties=species:S:1:pos:R:3:forces:R:3 method="wB97M-V/def2-TZVPD" max_force_ev_per_a=0.6 e_above_lowest_kj_mol=6.7 charge=+2 e_lumo_ev=-7.2 homo_ev=-14.2
Au -0.1394 0.6626 -0.8005 0.26 0.43 -0.36
C 3.6322 -0.4553 -2.6083 0.00 -0.04 0.00
C 3.5276 0.1869 -3.8274 0.05 0.01 -0.03
C 2.3915 0.9184 -4.1318 -0.07 0.04 0.07
C 1.3304 0.9971 -3.2326 0.03 0.06 0.08
C 1.4432 0.2794 -2.0344 -0.19 -0.06 0.03
C 2.5793 -0.4150 -1.6960 -0.08 -0.03 -0.07
C 0.1691 1.8725 -3.4410 -0.04 -0.06 -0.09
C -0.0479 2.5845 -4.6330 -0.03 0.00 0.02
C -1.1478 3.3828 -4.7429 0.01 -0.01 -0.03
C -2.0630 3.4848 -3.6758 0.04 -0.05 0.12
C -3.2233 4.2888 -3.7477 -0.01 -0.01 0.01
C -4.0875 4.3543 -2.6938 -0.01 0.02 -0.03
C -3.8232 3.6132 -1.5258 0.04 -0.02 -0.01
C -2.7064 2.8280 -1.4265 -0.07 0.04 0.04
C -1.7971 2.7470 -2.4979 -0.08 0.13 -0.07
N -0.6728 1.9679 -2.4153 0.23 -0.06 -0.01
H 4.5285 -1.0045 -2.3543 0.01 -0.01 0.01
H 4.3419 0.1408 -4.5369 0.00 0.00 0.00
H 2.3437 1.4576 -5.0666 0.02 -0.01 -0.02
H 2.6746 -0.9445 -0.7656 0.03 -0.08 0.12
H 0.6497 2.4918 -5.4497 -0.02 0.01 -0.02
H -1.3333 3.9398 -5.6524 0.00 0.00 -0.02
H -3.4125 4.8459 -4.6554 0.00 0.02 -0.02
H -4.9762 4.9666 -2.7501 0.00 0.01 -0.01
H -4.5171 3.6650 -0.6977 -0.01 -0.01 0.01
H -2.5289 2.2585 -0.5276 0.01 -0.01 -0.04
C 0.5047 4.1308 2.1409 -0.02 -0.03 0.01
C 0.3877 3.3951 0.8291 0.04 0.05 -0.01
O -0.5335 2.2768 0.9453 -0.23 -0.18 0.02
H 1.2662 4.9060 2.0649 0.01 0.02 -0.01
H 0.7830 3.4453 2.9415 0.02 0.00 0.00
H -0.4355 4.6177 2.4052 -0.01 0.00 0.01
H 1.3377 2.9493 0.5354 0.02 -0.02 0.00
H 0.0502 4.0479 0.0203 0.01 0.00 0.00
H -1.3859 2.6223 1.2383 0.02 -0.02 0.09
C -3.0211 -0.3688 -0.2074 0.01 0.02 0.11
C -2.9532 -1.7290 0.4280 0.01 0.06 0.07
C -4.1099 -2.4871 0.5726 0.03 0.01 -0.01
C -4.0807 -3.7288 1.1897 0.00 -0.02 0.01
C -2.8896 -4.2388 1.6814 -0.02 0.00 0.00
C -1.7250 -3.5009 1.5434 0.02 -0.02 -0.06
C -1.7590 -2.2545 0.9203 0.11 -0.09 0.03
Sb 0.1224 -1.3036 0.8301 0.06 -0.29 0.37
C 1.3964 -2.8901 0.2828 -0.07 -0.03 -0.07
C 1.1938 -3.3121 -1.0366 -0.07 0.07 -0.07
C 1.9046 -4.3741 -1.5549 0.02 -0.02 0.03
C 2.8345 -5.0220 -0.7479 -0.03 0.02 0.00
C 3.0161 -4.6181 0.5602 -0.03 -0.02 -0.01
C 2.2953 -3.5575 1.1174 0.07 0.06 0.03
C 2.5322 -3.2446 2.5693 0.00 0.01 0.03
C 0.4198 -0.4886 2.7429 -0.08 0.06 -0.10
C -0.6243 -0.5765 3.6550 -0.08 0.01 0.03
C -0.4813 -0.0077 4.9135 0.01 0.01 -0.02
C 0.6965 0.6464 5.2382 -0.02 0.00 -0.01
C 1.7304 0.7352 4.3140 0.02 -0.02 0.00
C 1.6110 0.1732 3.0501 0.03 0.02 0.00
C 2.7328 0.2543 2.0542 0.02 0.00 0.05
H -4.0411 -0.0934 -0.4696 0.00 0.01 -0.01
H -2.4347 -0.3252 -1.1319 -0.05 -0.03 -0.09
H -2.6573 0.3935 0.4947 0.01 -0.02 0.01
H -5.0477 -2.0975 0.1987 -0.02 0.01 -0.01
H -4.9943 -4.2986 1.2885 -0.01 -0.01 0.00
H -2.8644 -5.2051 2.1651 0.01 -0.01 0.01
H -0.7919 -3.9084 1.9176 0.00 -0.01 -0.02
H 0.4717 -2.8080 -1.6719 0.01 0.02 0.01
H 1.7352 -4.6972 -2.5722 0.00 0.00 -0.02
H 3.4062 -5.8533 -1.1368 0.01 -0.01 -0.01
H 3.7242 -5.1437 1.1887 0.01 -0.01 0.01
H 3.5624 -2.9243 2.7340 0.01 -0.01 0.00
H 2.3812 -4.1433 3.1678 0.00 0.00 0.01
H 1.8750 -2.4741 2.9622 -0.03 -0.01 0.01
H -1.5438 -1.0924 3.4020 0.02 -0.01 -0.01
H -1.2849 -0.0815 5.6324 -0.01 -0.01 0.02
H 0.8184 1.0863 6.2185 -0.01 0.01 0.02
H 2.6498 1.2402 4.5828 0.01 0.01 0.01
H 3.6295 0.6829 2.4976 0.00 0.02 -0.01
H 2.4567 0.8719 1.1958 0.01 0.03 -0.06
H 2.9982 -0.7413 1.6858 0.03 0.02 -0.04

---

No. 8
8
Properties=species:S:1:pos:R:3:forces:R:3 method="wB97M-V/def2-TZVPD" max_force_ev_per_a=5.1 e_above_lowest_kj_mol=177.4 charge=-1 e_lumo_ev=3.7 homo_ev=-5.3
N 0.2456 -0.1671 0.3317 0.43 -5.05 -0.13
N 1.3292 0.5369 0.3113 -1.52 1.01 1.18
O 2.4192 0.0102 0.3016 2.21 -0.92 -0.36
O -2.6389 0.0059 0.4457 0.18 0.18 -0.22
O 1.1687 1.7524 0.4391 0.28 1.31 -0.46
O -1.4545 -1.0368 -1.4558 -0.89 1.89 0.81
S -1.7058 0.1944 -0.6492 1.07 -2.48 -0.71
H 0.6366 -1.2959 0.2757 -1.74 4.06 -0.10

---

No. 9
9
Properties=species:S:1:pos:R:3:forces:R:3 method="wB97M-V/def2-TZVPD" max_force_ev_per_a=4.8 multiplicity=3 charge=0 e_lumo_ev="0.0 / -5.0" homo_ev="-4.8 / -10.5"
C -1.5715 0.1371 -0.0720 -2.32 -2.51 3.41
O -0.0811 0.0759 -0.7517 2.71 0.00 -2.29
Si 1.3212 -0.2439 -0.0075 2.21 0.90 -0.04
Br -2.1650 1.9441 -0.0145 -0.48 0.06 0.07
Br 2.7033 0.6253 -1.5484 0.42 -0.14 0.57
Br 1.4217 0.7972 1.9636 -0.05 -0.25 -0.64
Br 1.5722 -2.3681 0.2936 -0.03 -0.50 0.07
H -1.2317 -0.3699 0.9357 -1.67 1.50 -1.64
H -1.9691 -0.5978 -0.7987 -0.80 0.93 0.48

---

Number 1: energy -307.43137 hartree. Number 2: energy -1421.09028 hartree. Number 3: energy -308.81036 hartree. Number 4: energy -285.33484 hartree. Number 5: energy -1249.79268 hartree. Number 6: energy -2121.74188 hartree. Number 7: energy -1975.62070 hartree. Number 8: energy -809.20122 hartree. Number 9: energy -10700.00083 hartree.